# 1
A 4-piece molecular cluster, C34H76ClFN2O15P3 overall at a distorted geometry, computed with wB97M-V/def2-TZVPD.

Properties
M in g mol⁻¹: 900.354
Largest force on an atom in Eh/bohr: 0.144
Gap between HOMO and LUMO in Ha: 0.3249
Total charge: +1

```
132
C34H76ClFN2O15P3 wB97M-V/def2-TZVPD
H 3.8564 -5.2537 3.9214
C -12.5416 2.4496 0.3316
Cl -5.9292 -0.1968 2.0669
H 7.1881 -5.8825 -2.1608
N -2.5454 -4.0591 0.1147
C -0.1856 -4.4081 -1.8545
H -13.1553 1.7874 -0.2809
H 7.4090 -5.2785 -0.5129
H 4.8900 1.5952 -2.5730
P 5.4633 -5.7639 1.7486
O -1.6988 -3.0287 0.5589
H -11.4019 6.3859 -0.9318
H 1.7532 -6.5047 4.0164
O -8.8863 5.4199 0.2245
N -1.6048 -0.1760 0.4789
C -9.2435 6.1879 -0.9478
H -1.9077 1.9803 0.3882
C -0.1223 -0.0933 0.3370
O -10.8778 4.2113 0.2490
H -3.0850 0.5178 2.7884
H 9.5960 3.5254 -4.7173
H 2.4604 1.7423 -0.9228
C -10.5175 6.9797 -0.7107
C -7.7949 3.2894 2.3959
C 7.6150 -5.8651 3.3255
C -5.6097 -0.4981 0.3099
H -1.9544 -3.2379 -2.2512
C -0.2845 -2.1647 -2.9980
H -6.5300 -0.8571 -0.1541
H 5.2867 7.3756 -0.7537
H -1.3675 0.9898 2.6805
H -0.1205 -4.9540 0.2854
C 10.0139 4.8686 -3.1023
P -9.2811 3.8188 0.2825
C 7.5736 -7.0454 4.2801
C 0.2367 -1.5795 -0.0420
H 1.2956 -3.9759 -0.2285
H -7.9366 3.0843 3.4577
H 10.3061 4.2349 -2.2656
H -2.1088 2.8434 3.7309
H 8.4462 4.8563 -4.6015
H -1.6710 -0.6840 1.3721
H 0.5398 -4.4442 -2.6724
H 6.8663 0.9465 -3.9472
H -4.8894 -2.4859 0.0523
H -7.5196 2.3497 1.9061
H 7.6782 -7.9876 3.7433
H -10.5922 7.2999 0.3279
H -3.8793 -0.3802 -1.5669
H -11.8539 1.8433 0.9211
O 7.0201 -6.2092 2.0518
H 2.5690 -8.0028 3.5374
C -2.6472 2.6968 2.7786
O 8.1837 3.2570 -3.2653
H -11.3080 2.9677 -1.3702
H -1.6091 -0.4986 -1.5273
H 6.6321 -7.0846 4.8241
H -8.4190 6.8783 -1.1271
C -2.3643 1.0705 0.7812
C 0.4598 0.9640 -0.6162
C 5.8455 1.3693 -2.0869
H 0.4045 -2.0220 0.9516
H 1.1150 -1.7007 -0.6704
H -6.9930 5.2845 2.6213
H 0.7473 -1.8779 -2.7620
H -0.1772 1.8440 -0.7703
H 7.6124 -6.9925 -0.8418
H 5.0997 5.6174 -0.6248
H 4.1560 -6.7150 4.8388
C -2.3890 1.2385 2.3387
H -0.9409 -5.1932 -1.9834
C 5.8247 6.4278 -0.7032
H 0.4187 0.0745 1.2728
H -10.5465 7.8556 -1.3607
H -5.7904 3.9811 2.7158
C -4.4362 -1.4974 0.2065
F 0.7186 0.4298 -1.8774
C 3.9002 -6.3399 3.8444
H 2.3608 -6.7211 2.3641
H 5.1727 -7.1187 -1.4965
O -2.7290 -4.8017 0.9889
H 9.5756 5.7734 -2.6865
H -0.2169 -2.7383 -3.9303
P 6.6663 3.7561 -2.8617
H -2.2405 3.4386 2.0820
H -0.8563 -1.2608 -3.2399
O 5.3282 -6.8121 0.5019
H 10.9050 5.1672 -3.6562
H 1.1275 -5.6586 -0.6950
H -3.4085 1.0407 0.4624
H 8.6532 -5.6045 3.1203
C 5.5529 -6.3456 -0.8283
H 6.4135 6.4115 0.2161
H 6.2392 -0.4863 -3.1212
C -1.0757 -2.3225 -0.5344
H -4.4612 2.0661 3.2262
O 4.9396 -6.7520 2.9577
H -3.5670 -2.0992 -1.6829
O -9.3774 2.3754 -0.1130
H 2.2740 0.7552 0.5817
H 1.6760 2.4436 0.4619
O 7.3059 4.9491 -1.9265
C 0.5637 -4.7281 -0.5397
H 7.5517 6.9719 -1.8472
H -3.8580 -1.5847 1.1333
H 4.9719 -5.4350 -1.0076
H 8.3704 -6.9625 5.0206
H -9.3344 5.5417 -1.8233
H -5.3766 0.4568 -0.1782
O -9.0499 3.7485 1.8980
H 6.1979 6.4651 -2.8351
C 6.7102 0.4865 -2.9689
H -12.5218 4.1605 -0.9572
C 9.0393 4.1494 -4.0183
C -1.9949 -1.0525 -0.6551
O 4.2454 -4.9018 1.6025
C -3.4793 -1.2384 -1.0117
C -0.9350 -3.0271 -1.8988
C 1.8093 1.4968 -0.0773
C -11.8051 3.4535 -0.5310
C 6.7282 6.2557 -1.9068
H 7.1297 -4.9874 3.7569
H -6.4710 4.4669 1.1562
H 7.6925 0.3393 -2.5209
O 6.5069 2.5800 -1.7341
H 5.6286 0.8476 -1.1531
H -13.1904 2.9662 1.0412
C 7.0268 -6.1127 -1.1066
O 5.2694 4.2799 -2.9985
C -6.6964 4.3167 2.2164
C 2.5663 -6.9181 3.4168
O -4.0187 2.9085 3.0606
```

# 2
A 2-piece molecular cluster, C10H14IN2O2 overall at a distorted geometry, computed with wB97M-V/def2-TZVPD.

Properties
ΔE to the lowest compared entry with this formula, charge and spin in kJ/mol: 229.2
M in g mol⁻¹: 321.138
Largest force on an atom in Eh/bohr: 0.081
Gap between HOMO and LUMO in Ha: 0.2883
Total charge: +1

```
29
C10H14IN2O2 wB97M-V/def2-TZVPD
C 4.8903 2.6496 -0.7772
H 5.8267 3.3722 -0.5625
C -2.0544 1.1741 -0.0802
O -3.8921 -1.0651 -0.5501
O -2.1257 -2.4298 -0.3168
H -0.2276 -1.4924 -0.5428
H 3.4066 3.0715 0.5827
H 2.8236 0.8874 -0.2425
H 1.2662 2.4865 0.0349
H -1.0844 -1.6444 1.7501
H 0.6661 -1.1966 1.8525
C 0.3779 1.7758 0.1015
C -0.9490 2.1531 0.0528
C -2.7153 -1.2491 -0.4276
H -3.1926 -3.8914 0.4279
H -3.9455 -3.0158 -0.8463
N 3.7617 2.5734 -0.2065
C -0.3651 -0.5961 0.0853
C -3.1023 -3.4705 -0.5098
C -0.3256 -0.9829 1.5715
H -2.9878 1.6463 -0.1533
N 0.7402 0.4074 -0.0558
H -1.2111 3.1471 0.1481
H -0.7805 -0.1944 2.1926
C 2.0065 0.0796 -0.1263
H 5.1810 2.0547 -1.6323
I 2.6175 -1.8926 -0.3399
C -1.7928 -0.1262 -0.2252
H -2.8125 -4.2313 -1.2050
```

# 3
A 2-piece molecular cluster, C2H5OS overall, computed with wB97M-V/def2-TZVPD.

Properties
ΔE to the lowest compared entry with this formula, charge and spin in kJ/mol: 7.4
M in g mol⁻¹: 77.128
Largest force on an atom in Eh/bohr: 0.009
Gap between HOMO and LUMO in Ha: 0.2709
Total charge: -1

```
9
C2H5OS wB97M-V/def2-TZVPD
C -0.3652 0.0827 -1.3886
H 0.4670 1.3853 3.0092
C -0.2576 -0.9966 -0.6126
H -0.8085 0.0029 -2.3690
H -0.6211 -1.9441 -1.0067
S 0.8793 1.7139 1.7742
H -0.0413 1.0501 -1.0292
O 0.2354 -1.0931 0.6163
H 0.5120 -0.2011 1.0065
```